Molecular formula: C23H58CsN2O17S5
Method: DFT, the ωB97M-V functional and the def2-TZVPD basis

CARTESIAN COORDINATES (ANGSTROEM)
1 Cs -0.06 -0.09 -0.48
2 C -0.90 -3.72 2.01
3 C -0.99 -2.45 2.88
4 O -1.85 -1.47 2.35
5 H -0.31 -4.51 2.48
6 H -0.55 -3.53 0.99
7 H -1.89 -4.18 1.92
8 H -0.03 -1.98 3.07
9 H -1.44 -2.93 3.75
10 H -1.86 -0.66 2.86
11 C -2.92 -5.10 -1.68
12 C -3.96 -6.10 -1.07
13 O -3.50 -6.63 0.15
14 H -3.29 -4.69 -2.62
15 H -2.05 -5.71 -1.91
16 H -2.68 -4.26 -1.03
17 H -4.35 -6.82 -1.80
18 H -4.88 -5.55 -0.85
19 H -3.76 -6.09 0.90
20 C -4.16 3.54 -1.68
21 C -2.72 3.27 -1.81
22 N -1.58 3.03 -1.93
23 H -4.54 4.20 -2.47
24 H -4.14 4.09 -0.74
25 H -4.69 2.59 -1.65
26 C -1.96 0.80 -4.58
27 C -1.01 -0.28 -4.30
28 N -0.19 -1.09 -4.09
29 H -2.86 0.61 -4.01
30 H -2.26 0.90 -5.63
31 H -1.63 1.77 -4.20
32 O 3.44 1.57 2.43
33 S 3.32 0.05 2.34
34 O 2.06 -0.63 2.04
35 O 4.50 -0.51 1.33
36 C 5.86 -0.29 1.55
37 C 6.31 0.42 0.29
38 C 3.88 -0.71 3.99
39 H 6.39 -1.23 1.74
40 H 6.10 0.35 2.40
41 H 7.40 0.44 0.29
42 H 6.00 1.45 0.08
43 H 6.00 -0.09 -0.63
44 H 2.98 -0.64 4.60
45 H 4.58 -0.07 4.53
46 H 4.22 -1.72 3.78
47 O 2.25 1.75 -1.62
48 S 3.41 2.04 -2.52
49 O 4.28 0.95 -3.08
50 O 2.75 2.85 -3.81
51 C 1.81 3.89 -3.41
52 C 1.29 4.62 -4.65
53 C 4.43 3.34 -1.73
54 H 2.19 4.61 -2.69
55 H 1.08 3.34 -2.81
56 H 0.75 4.01 -5.38
57 H 2.05 5.05 -5.31
58 H 0.62 5.43 -4.35
59 H 4.75 2.89 -0.79
60 H 3.87 4.22 -1.41
61 H 5.27 3.44 -2.41
62 O -5.65 0.01 -1.80
63 S -4.57 -0.55 -1.01
64 O -3.28 -0.83 -1.73
65 O -4.27 0.46 0.29
66 C -5.31 1.24 0.79
67 C -4.89 2.32 1.83
68 C -5.11 -2.11 -0.13
69 H -6.11 0.56 1.08
70 H -5.82 1.80 0.00
71 H -5.03 1.93 2.84
72 H -5.47 3.24 1.77
73 H -3.89 2.76 1.82
74 H -5.47 -2.95 -0.73
75 H -5.67 -1.85 0.76
76 H -4.15 -2.43 0.28
77 O 1.43 -3.40 -1.24
78 S 2.59 -4.24 -1.29
79 O 2.47 -5.68 -1.39
80 O 3.55 -3.78 -2.54
81 C 3.84 -2.41 -2.84
82 C 4.61 -2.58 -4.10
83 C 3.76 -3.86 0.10
84 H 4.36 -1.85 -2.06
85 H 2.88 -1.93 -3.07
86 H 3.94 -3.19 -4.70
87 H 5.51 -3.07 -3.72
88 H 4.88 -1.61 -4.51
89 H 4.07 -2.82 0.07
90 H 4.63 -4.47 -0.13
91 H 3.52 -4.24 1.09
92 O -1.46 0.85 3.42
93 S -0.99 2.14 3.03
94 O -0.63 2.36 1.65
95 O -2.09 3.25 3.51
96 C -2.75 3.26 4.71
97 C -2.73 4.75 5.20
98 C 0.41 2.52 4.14
99 H -2.32 2.52 5.38
100 H -3.72 2.84 4.44
101 H -3.43 5.43 4.72
102 H -1.71 5.12 5.17
103 H -2.91 4.74 6.28
104 H 1.29 1.91 3.95
105 H 0.17 2.55 5.20
106 H 0.67 3.53 3.82

Values from the calculation:
LUMO level   -1.9560 eV
Spin multiplicity   1
Net charge   +1
Largest force on an atom   5.1 eV/A
Orbital gap   9.69 eV

Here are the Löwdin charges for atoms 1 to 6, given in e:
1. Cs 0.839
2. C -0.060
3. C -0.307
4. O -0.123
5. H 0.080
6. H 0.056

Molecular formula: C23H58FN4O11S
Method: DFT, the ωB97M-V functional and the def2-TZVPD basis

CARTESIAN COORDINATES (ANGSTROEM)
1 C 0.59 0.22 0.96
2 C 0.09 -1.11 0.22
3 C -1.28 -1.69 0.89
4 C -0.14 -0.95 -1.36
5 C -0.75 0.48 -1.79
6 C 1.19 -1.26 -2.24
7 O 2.34 -0.67 -1.55
8 N 3.25 -0.27 -2.49
9 C 3.97 -1.40 -3.16
10 C 4.33 -2.64 -2.22
11 O 3.53 -3.40 -1.66
12 O 5.73 -2.95 -2.04
13 C 4.17 0.75 -1.94
14 N 4.08 2.15 -2.40
15 C 2.80 2.73 -1.89
16 C 2.88 4.22 -1.34
17 N 3.93 4.98 -1.23
18 N 5.08 0.44 -1.03
19 S 6.22 1.57 -0.30
20 O 5.51 2.82 0.13
21 O 7.37 1.83 -1.21
22 F 6.75 0.85 1.13
23 H 1.14 0.02 1.95
24 H 1.34 0.81 0.31
25 H -0.30 0.90 1.17
26 H 0.91 -1.90 0.37
27 H -2.09 -1.81 0.08
28 H -1.71 -0.97 1.65
29 H -1.08 -2.73 1.35
30 H -0.90 -1.75 -1.69
31 H 0.03 1.13 -2.34
32 H -1.24 1.01 -0.91
33 H -1.58 0.27 -2.55
34 H 1.23 -2.39 -2.36
35 H 1.13 -0.80 -3.29
36 H 4.96 -1.00 -3.58
37 H 3.40 -1.82 -4.06
38 H 6.06 -2.62 -1.17
39 H 4.03 2.16 -3.44
40 H 2.05 2.75 -2.77
41 H 2.30 2.04 -1.12
42 H 1.88 4.67 -0.98
43 H 4.72 4.44 -1.62
44 H 5.14 -0.53 -0.67
45 C -5.22 1.41 -4.28
46 C -5.20 0.33 -3.22
47 O -4.14 0.57 -2.30
48 H -4.27 1.44 -4.82
49 H -6.03 1.23 -5.00
50 H -5.36 2.40 -3.83
51 H -5.04 -0.65 -3.67
52 H -6.14 0.31 -2.67
53 H -4.29 1.43 -1.89
54 C 7.74 6.37 -1.97
55 C 8.11 7.26 -0.80
56 O 6.99 8.05 -0.41
57 H 7.40 6.97 -2.81
58 H 8.60 5.76 -2.28
59 H 6.92 5.70 -1.69
60 H 8.92 7.94 -1.08
61 H 8.44 6.67 0.06
62 H 6.29 7.44 -0.15
63 C -5.92 -3.06 2.54
64 C -4.75 -2.94 1.58
65 O -3.74 -2.11 2.13
66 H -6.33 -2.07 2.77
67 H -6.71 -3.68 2.13
68 H -5.59 -3.49 3.49
69 H -5.08 -2.49 0.64
70 H -4.33 -3.92 1.36
71 H -3.45 -2.52 2.96
72 C 1.65 3.05 5.37
73 C 1.81 1.57 5.06
74 O 1.66 1.35 3.66
75 H 0.66 3.40 5.04
76 H 1.75 3.24 6.44
77 H 2.39 3.64 4.83
78 H 1.06 0.99 5.58
79 H 2.80 1.22 5.37
80 H 2.34 1.86 3.20
81 C -9.80 -0.96 3.05
82 C -9.43 -1.88 1.91
83 O -8.98 -3.13 2.42
84 H -8.95 -0.79 3.71
85 H -10.14 0.01 2.67
86 H -10.60 -1.39 3.66
87 H -8.62 -1.45 1.32
88 H -10.28 -2.06 1.25
89 H -9.70 -3.51 2.94
90 C -0.99 -7.27 1.24
91 C -1.67 -6.08 0.59
92 O -0.95 -4.88 0.88
93 H -0.92 -7.13 2.32
94 H -1.54 -8.19 1.03
95 H 0.03 -7.38 0.86
96 H -2.68 -5.96 0.99
97 H -1.73 -6.20 -0.49
98 H -0.05 -5.00 0.52

Values from the calculation:
LUMO level   -6.1691 eV
Spin multiplicity   1
Net charge   +1
Largest force on an atom   8.3 eV/A
Orbital gap   5.15 eV

Here are the Löwdin charges for atoms 1 to 6, given in e:
1. C -0.090
2. C -0.328
3. C -0.072
4. C -0.272
5. C -0.064
6. C -0.122

Molecular formula: C23H59AlF2N4O20S2
Method: DFT, the ωB97M-V functional and the def2-TZVPD basis

CARTESIAN COORDINATES (ANGSTROEM)
1 Al -1.54 -1.56 0.82
2 N -1.67 1.89 1.79
3 S -0.93 0.74 2.43
4 O 0.51 0.46 2.00
5 O -1.70 -0.46 2.17
6 F -1.63 -3.18 1.01
7 S -1.57 3.28 0.90
8 O -1.23 4.49 1.59
9 O -2.85 3.27 0.19
10 F -0.47 2.95 -0.19
11 C -2.82 1.92 -4.59
12 O -1.95 0.85 -4.96
13 C -0.76 1.45 -5.50
14 C 0.41 1.11 -4.61
15 O 1.56 1.80 -5.08
16 C 2.75 1.37 -4.37
17 H -2.35 2.57 -3.75
18 H -3.76 1.44 -4.24
19 H -3.11 2.55 -5.48
20 H -0.86 2.53 -5.50
21 H -0.65 1.11 -6.54
22 H 0.63 0.05 -4.73
23 H 0.17 1.41 -3.60
24 H 2.70 0.26 -4.23
25 H 2.81 1.79 -3.32
26 H 3.63 1.60 -4.98
27 C 0.77 -2.36 -0.52
28 O -0.36 -1.44 -0.38
29 C -0.50 -0.37 -1.38
30 C -2.02 0.10 -1.40
31 O -2.77 -1.02 -0.59
32 C -4.23 -0.66 -0.45
33 H 0.49 -3.07 -1.31
34 H 0.97 -2.82 0.49
35 H 1.67 -1.75 -0.75
36 H -0.19 -0.65 -2.43
37 H 0.16 0.50 -1.02
38 H -2.44 0.14 -2.40
39 H -2.05 1.18 -0.99
40 H -4.25 0.26 0.16
41 H -4.53 -1.52 0.07
42 H -4.69 -0.61 -1.42
43 C -3.78 3.09 5.49
44 O -2.62 2.54 5.04
45 C -1.44 3.19 4.81
46 C -0.41 2.12 4.47
47 O -1.01 0.88 3.91
48 C -0.98 -0.31 4.89
49 H -4.19 3.80 4.76
50 H -3.64 3.66 6.40
51 H -4.48 2.36 5.76
52 H -1.16 3.82 5.76
53 H -1.53 4.01 4.05
54 H 0.01 1.77 5.36
55 H 0.18 2.62 3.68
56 H -0.63 -1.28 4.45
57 H -1.93 -0.59 5.28
58 H -0.34 -0.07 5.79
59 C 3.89 -2.62 -3.02
60 O 3.01 -3.00 -4.02
61 C 3.39 -2.59 -5.28
62 C 2.35 -2.85 -6.33
63 O 1.20 -2.11 -6.12
64 C 0.60 -1.90 -7.37
65 H 3.39 -2.68 -2.09
66 H 4.24 -1.58 -3.13
67 H 4.81 -3.24 -3.01
68 H 4.34 -3.09 -5.54
69 H 3.67 -1.55 -5.33
70 H 2.16 -3.93 -6.37
71 H 2.90 -2.52 -7.21
72 H 0.33 -2.88 -7.82
73 H 1.24 -1.30 -7.94
74 H -0.28 -1.26 -7.23
75 C 2.33 -1.82 2.78
76 O 2.89 -2.01 4.06
77 C 2.37 -1.12 5.07
78 C 3.45 -0.21 5.57
79 O 3.97 0.50 4.42
80 C 5.24 0.97 4.72
81 H 2.92 -2.46 2.11
82 H 2.42 -0.75 2.57
83 H 1.32 -2.22 2.72
84 H 1.94 -1.72 5.85
85 H 1.63 -0.43 4.67
86 H 4.32 -0.78 6.04
87 H 2.97 0.43 6.35
88 H 5.22 1.71 5.53
89 H 5.59 1.40 3.79
90 H 5.94 0.20 5.00
91 C 4.41 5.88 -4.04
92 N 3.89 4.70 -3.26
93 O 4.73 3.90 -2.84
94 O 2.68 4.53 -3.32
95 H 3.57 6.56 -4.14
96 H 4.86 5.53 -5.00
97 H 5.19 6.22 -3.36
98 C -1.77 -6.36 0.63
99 N -2.61 -5.56 -0.19
100 O -3.71 -5.22 0.14
101 O -2.05 -5.18 -1.19
102 H -0.78 -5.94 0.70
103 H -1.69 -7.34 0.18
104 H -2.06 -6.54 1.63
105 C -6.82 -0.15 5.76
106 N -5.56 -0.19 4.91
107 O -4.60 -0.71 5.43
108 O -5.65 0.33 3.84
109 H -6.85 0.88 6.15
110 H -6.65 -0.82 6.63
111 H -7.65 -0.29 5.09

Values from the calculation:
LUMO level   -5.5022 eV
Spin multiplicity   1
Net charge   +2
Largest force on an atom   12.1 eV/A
Orbital gap   7.68 eV

Here are the Löwdin charges for atoms 1 to 6, given in e:
1. Al 0.124
2. N -0.208
3. S 0.582
4. O -0.238
5. O -0.115
6. F -0.027